1.
Formula: C34H34Cl3N2O2SSi2Tl
Source: the OMol25 dataset
Level of theory: wB97M-V/def2-TZVPD

Geometry as XYZ:
```
79
Properties=species:S:1:pos:R:3:forces:R:3:lowdin_charge:R:1
Tl 0.25997 -0.43724 0.29506 -0.06 0.11 -0.11 0.562
C -2.04090 1.83410 2.06134 0.01 0.00 0.00 -0.236
Si -1.05476 0.24759 2.37703 0.00 -0.05 0.02 0.447
C -0.26057 0.40892 4.07655 0.00 0.00 0.01 -0.230
C -2.37577 -1.13224 2.47626 0.00 0.01 0.00 -0.301
C -3.11799 -1.25210 3.65763 0.00 0.00 0.00 -0.112
C -4.11908 -2.19941 3.80615 0.00 0.00 0.00 -0.111
C -4.40350 -3.06057 2.75548 0.00 0.00 0.00 -0.114
C -3.67640 -2.96072 1.57936 0.00 0.00 0.00 -0.121
C -2.65923 -2.01346 1.41025 0.00 -0.01 0.00 -0.303
Si -1.72956 -1.97873 -0.26143 -0.01 -0.01 -0.02 0.452
C -1.46080 -3.77776 -0.78325 0.02 0.01 -0.01 -0.237
C -2.97601 -1.27497 -1.50349 0.00 -0.02 0.02 -0.223
H -2.78162 1.99511 2.85162 0.00 0.00 0.00 0.018
H -2.56140 1.77322 1.10271 0.00 0.00 0.00 0.012
H -1.37838 2.70202 2.01924 0.00 0.00 0.00 0.019
H -0.97943 0.73514 4.83504 0.00 -0.01 0.00 0.016
H 0.54691 1.14354 4.04724 -0.01 0.02 -0.01 0.025
H 0.18456 -0.53161 4.40633 0.00 0.00 0.00 0.014
H -2.89900 -0.59245 4.49183 0.00 0.00 0.00 0.089
H -4.66807 -2.27175 4.73859 0.00 0.00 0.00 0.089
H -5.17988 -3.81132 2.85637 0.00 0.00 0.00 0.088
H -3.90338 -3.64841 0.76937 0.00 0.00 0.00 0.085
H -2.40481 -4.31647 -0.91468 0.00 0.00 0.01 0.011
H -0.85909 -4.31434 -0.04686 0.00 0.00 0.00 0.023
H -0.92570 -3.79486 -1.73615 0.00 0.00 0.00 0.012
H -3.92089 -1.82774 -1.46260 0.00 0.00 0.00 0.023
H -2.58204 -1.34392 -2.52039 -0.01 -0.02 0.02 0.003
H -3.18422 -0.22312 -1.29106 0.00 0.00 0.00 0.018
Cl 2.31476 -2.88224 4.07295 0.04 0.04 0.06 0.543
C 3.28830 -3.46971 5.43409 -0.03 -0.04 0.01 -1.485
Cl 4.64535 -4.42769 4.76739 0.00 0.00 0.00 0.503
Cl 2.26284 -4.57129 6.41240 0.00 0.00 0.00 0.501
C 3.85460 -2.30122 6.41055 0.07 0.02 -0.06 -0.883
O 4.63478 -2.74912 7.25545 -0.03 0.00 0.02 -0.088
O 3.41915 -1.17954 6.16106 -0.03 -0.01 0.03 -0.062
N 0.28270 -1.53707 -3.71884 0.04 0.01 0.01 -0.334
S 0.01861 -0.65609 -4.97478 -0.01 0.03 -0.01 0.958
C -1.66238 0.00632 -5.04544 0.00 -0.02 -0.04 -0.397
C -2.17088 0.84350 -4.06139 0.02 0.00 0.01 -0.078
C -3.49492 1.24405 -4.13997 0.01 0.01 -0.02 -0.074
C -4.29898 0.82082 -5.19175 0.00 0.00 0.00 -0.088
C -3.78453 -0.01720 -6.16940 0.00 0.00 0.00 -0.095
C -2.46098 -0.43161 -6.09141 0.00 0.02 0.00 -0.104
C 0.86156 0.93698 -4.83689 0.02 0.00 -0.01 -0.383
C 0.63005 1.95173 -5.75893 0.00 0.00 0.00 -0.089
C 1.35359 3.12905 -5.67155 0.00 0.00 0.00 -0.088
C 2.30405 3.28769 -4.66822 0.01 -0.01 0.00 -0.106
C 2.52120 2.27366 -3.74972 0.00 0.00 -0.01 -0.077
C 1.79964 1.08903 -3.83378 -0.01 -0.01 0.00 -0.078
H 0.12047 -1.03455 -2.84115 -0.10 -0.04 0.01 -0.048
H -1.54645 1.15591 -3.22881 0.01 0.01 0.00 0.088
H -3.90832 1.87926 -3.36753 -0.01 0.00 0.01 0.098
H -5.33330 1.13821 -5.24048 0.00 0.00 0.00 0.097
H -4.41200 -0.35624 -6.98428 0.00 0.00 0.00 0.096
H -2.04541 -1.10030 -6.83632 0.00 0.00 0.00 0.098
H -0.12356 1.82841 -6.52828 0.00 0.00 0.00 0.108
H 1.16825 3.92963 -6.37690 0.00 0.00 0.00 0.099
H 2.86085 4.21394 -4.59552 0.00 0.00 0.00 0.100
H 3.24074 2.40066 -2.95073 0.00 0.00 0.00 0.111
H 1.94917 0.29010 -3.11857 0.01 0.00 0.00 0.084
C 2.39941 -0.78682 -0.09302 0.01 -0.03 0.03 -0.290
H 2.61158 -1.85460 -0.06875 0.01 0.00 0.00 -0.031
H 3.00574 -0.29233 0.66378 0.00 0.01 -0.01 -0.032
H 2.66832 -0.40098 -1.07642 -0.01 0.01 0.00 -0.053
N -1.37071 8.64234 -4.41580 0.00 0.00 0.00 0.123
C -1.19682 7.62438 -3.90662 -0.01 0.00 0.00 -0.207
C -0.98072 6.35453 -3.27533 0.00 -0.01 0.00 -0.254
C -2.04674 5.47364 -3.08638 0.00 0.00 0.00 -0.034
C -1.83198 4.24979 -2.48720 0.02 0.00 -0.01 -0.023
C -0.55019 3.85983 -2.06750 -0.02 -0.02 -0.03 -0.238
C 0.50521 4.76678 -2.24774 0.00 0.01 0.02 -0.034
C 0.29641 5.99355 -2.84251 0.01 0.00 0.01 -0.039
C -0.33199 2.57968 -1.48824 -0.03 0.00 0.05 -0.165
C -0.15930 1.47533 -0.99187 0.06 0.00 0.01 -0.110
H -3.03910 5.75817 -3.41150 0.00 0.00 0.00 0.113
H -2.65600 3.56860 -2.32632 0.00 0.00 -0.01 0.102
H 1.49319 4.48118 -1.91487 0.00 0.00 0.00 0.114
H 1.12001 6.68235 -2.98056 0.00 0.00 0.00 0.113
```
Forces are in eV/Å.

## Properties
- total energy (eV) = -111735.6440
- energy relative to the best compared isomer or geometry (same formula, charge and spin) (kcal/mol) = 0.00
- total charge = -2

***

2.
Formula: C34H34ClN7O3RuSbSe4
Source: the OMol25 dataset
Level of theory: wB97M-V/def2-TZVPD

Geometry as XYZ:
```
85
Properties=species:S:1:pos:R:3:forces:R:3:lowdin_charge:R:1
Ru -2.76196 1.58895 -0.17078 -0.12 0.07 -0.06 1.200
O -6.46200 0.81518 -1.90920 0.01 0.00 0.01 0.032
C -5.50383 1.21593 -1.25494 -0.04 -0.02 -0.03 -0.470
N -4.23324 0.75656 -1.27428 0.03 -0.02 0.02 -0.066
C -3.89855 -0.52633 -1.76156 -0.01 -0.01 0.00 -0.205
C -4.53198 -1.19497 -2.79735 0.01 0.01 0.01 -0.034
C -4.10644 -2.47135 -3.15764 0.00 -0.02 0.00 -0.126
C -3.05843 -3.07095 -2.47708 -0.01 0.00 -0.01 -0.125
C -2.41392 -2.41636 -1.43304 0.00 0.00 0.01 -0.041
C -2.82063 -1.13151 -1.06570 -0.02 0.05 0.00 -0.223
N -2.26700 -0.32755 -0.07679 0.07 -0.03 0.00 -0.070
C -1.25180 -0.68160 0.80896 -0.02 0.01 -0.01 -0.480
O -0.75529 -1.83250 0.87945 -0.01 0.01 0.00 -0.051
C -0.80935 0.42744 1.60385 -0.01 0.00 -0.01 -0.228
C 0.25263 0.32571 2.52539 0.00 0.00 0.00 -0.049
C 0.66213 1.41919 3.23079 0.00 0.00 0.00 -0.097
C 0.00504 2.66493 3.02360 0.01 0.00 0.01 -0.095
C -1.02188 2.72157 2.12043 -0.02 0.00 0.00 -0.195
N -1.45237 1.65500 1.42142 0.04 -0.01 0.03 -0.090
C -5.70343 2.31673 -0.23949 0.00 -0.01 0.00 -0.240
C -6.79729 3.15774 -0.30919 -0.01 0.03 0.02 -0.006
C -6.91160 4.16901 0.63291 0.01 -0.02 -0.01 -0.055
C -5.94743 4.28612 1.62038 -0.01 0.00 -0.01 -0.073
C -4.89735 3.38175 1.63224 0.01 0.00 0.01 -0.172
N -4.78118 2.42155 0.72157 0.01 0.02 0.03 0.001
H -5.35151 -0.71309 -3.30724 0.00 0.00 0.00 0.096
H -4.59856 -2.98947 -3.97228 0.00 0.00 0.00 0.083
H -2.72798 -4.06483 -2.75834 0.00 0.00 0.00 0.085
H -1.60562 -2.88136 -0.89123 0.00 0.00 0.00 0.088
H 0.73399 -0.63569 2.63646 0.01 -0.01 0.01 0.078
H 1.48764 1.34217 3.92873 0.00 0.00 0.00 0.088
H 0.30869 3.56919 3.53075 -0.01 0.00 0.00 0.089
H -1.53592 3.65604 1.93032 0.00 0.01 -0.01 -0.006
H -7.50898 3.01861 -1.11023 0.00 0.00 0.00 0.113
H -7.73306 4.87307 0.58428 0.00 0.00 0.00 0.102
H -5.96993 5.08434 2.34863 0.00 0.00 0.00 0.093
H -4.10272 3.45617 2.36329 0.00 0.00 0.00 0.077
C 5.20292 -1.56207 -2.65580 0.00 0.01 -0.01 -0.065
C 4.14489 -0.71187 -1.93279 -0.01 0.03 0.00 -0.505
C 4.86056 0.16148 -0.89491 0.00 0.01 -0.02 -0.043
C 3.51987 0.21033 -2.99187 0.01 0.00 0.00 -0.032
C 3.07302 -1.62741 -1.24299 -0.02 -0.04 -0.02 -0.425
O 2.15255 -2.14637 -2.21168 0.01 0.01 0.00 0.001
C 3.73726 -2.83259 -0.54800 0.02 0.01 0.00 -0.115
C 2.79041 -3.74405 0.25622 -0.01 -0.03 0.01 -0.126
C 2.82490 -3.52217 1.75039 0.02 0.02 0.01 -0.219
C 1.69903 -3.12022 2.46185 0.01 -0.03 -0.06 -0.026
C 1.75874 -2.93776 3.83864 -0.01 0.01 0.03 -0.097
C 2.94843 -3.16466 4.50363 0.01 0.00 0.00 -0.671
Cl 3.02968 -2.93872 6.23446 0.00 0.00 0.00 0.622
C 4.08561 -3.56603 3.82185 -0.01 0.00 0.00 -0.119
C 4.01133 -3.74069 2.45005 -0.01 -0.01 -0.01 -0.049
C 2.18913 -0.89699 -0.22765 0.02 0.00 0.01 -0.055
N 1.43949 0.21465 -0.76272 -0.02 -0.01 0.01 -0.107
C 0.33388 0.17547 -1.51470 -0.01 -0.01 -0.01 -0.169
N -0.13295 1.39070 -1.70726 0.03 0.02 0.02 0.074
C 0.74856 2.16565 -1.01735 0.00 0.03 -0.01 -0.226
N 1.72039 1.49810 -0.43073 0.00 -0.01 0.01 0.119
H 5.84894 -0.90139 -3.23701 0.00 0.00 0.00 0.082
H 4.76029 -2.27369 -3.36080 0.00 -0.01 0.00 0.082
H 5.83524 -2.11998 -1.96435 0.00 0.00 0.00 0.078
H 5.68602 0.69053 -1.37816 0.01 -0.01 0.00 0.085
H 5.28068 -0.43184 -0.07898 0.00 0.00 0.00 0.081
H 4.18888 0.90977 -0.47426 -0.01 -0.01 0.00 0.070
H 4.31931 0.79382 -3.45599 0.00 0.00 0.00 0.085
H 2.80497 0.91245 -2.57295 0.00 0.01 0.01 0.068
H 3.01919 -0.35365 -3.78035 0.00 0.00 0.01 0.086
H 2.65244 -2.46638 -2.96953 0.00 -0.01 0.00 0.089
H 4.55487 -2.49357 0.09386 -0.01 0.01 0.00 0.110
H 4.19292 -3.42969 -1.33920 0.01 -0.01 0.00 0.107
H 3.08367 -4.78189 0.07405 -0.01 0.00 -0.01 0.116
H 1.77048 -3.64862 -0.11930 0.00 0.00 0.01 0.118
H 0.76883 -2.91022 1.93915 0.00 0.00 0.03 0.090
H 0.88614 -2.60451 4.38457 -0.01 0.00 -0.01 0.111
H 5.00873 -3.73695 4.35902 0.00 0.00 0.00 0.096
H 4.89795 -4.05898 1.91131 0.00 0.00 0.01 0.112
H 2.77998 -0.51579 0.60338 -0.01 0.00 0.00 0.142
H 1.45426 -1.59577 0.17246 0.01 0.00 -0.01 0.100
H -0.09700 -0.74746 -1.86875 0.00 0.00 0.00 0.132
H 0.64705 3.23674 -0.91924 0.00 0.00 -0.01 0.066
Se -2.72676 6.19516 2.10801 0.02 0.00 0.01 -0.108
Sb -2.17696 5.99988 -0.29172 0.00 0.01 -0.01 -0.373
Se -2.76126 3.84633 -1.42541 0.04 -0.05 0.02 -0.028
Se 0.13906 6.01669 0.58214 -0.03 -0.01 -0.01 -0.106
Se -2.88447 7.77885 -1.74772 0.01 -0.01 0.01 -0.286
```
Forces are in eV/Å.

## Properties
- total energy (eV) = -335415.3616
- energy relative to the best compared isomer or geometry (same formula, charge and spin) (kcal/mol) = 15.36
- total charge = -2
- spin multiplicity = 6
- expectation value of S² = 8.79